Computed, not measured: a 2-piece molecular cluster, C3H7NO overall in a non-equilibrium geometry, with ωB97M-V/def2-TZVPD.

The orbital gap is 10.514 eV. The HOMO energy is -9.89 eV.

Last column: Löwdin charge in e.
Cartesian coordinates (Å):
C1 0.241 -0.913 1.416  0.018
C2 0.165 -1.129 0.109  -0.245
N1 -0.093 -0.067 -0.840  -0.019
C3 0.750 -0.101 -1.787  -0.040
H1 0.125 0.095 1.797  0.054
H2 0.683 -1.673 2.044  0.054
H3 0.426 -2.089 -0.330  0.096
H4 0.861 0.641 -2.572  0.073
H5 1.304 -1.017 -1.998  0.072
O1 -1.341 2.457 0.785  -0.075
H6 -2.167 2.072 1.086  0.028
H7 -0.954 1.723 0.290  -0.018


Computed, not measured: one molecule with the formula C3H7NO in a non-equilibrium geometry, with ωB97M-V/def2-TZVPD.

The orbital gap is 10.572 eV. The HOMO energy is -9.47 eV.

Last column: Löwdin charge in e.
Cartesian coordinates (Å):
N1 1.908 -0.564 -0.014  -0.035
C1 0.746 0.340 -0.361  -0.229
C2 -0.495 -0.274 0.279  -0.300
C3 -1.922 0.172 0.088  -0.137
O1 -1.409 -1.009 -0.591  -0.073
H1 2.087 -0.685 0.997  0.066
H2 2.730 -0.118 -0.504  0.080
H3 0.600 0.307 -1.463  0.120
H4 0.933 1.445 -0.168  0.117
H5 -0.393 -0.829 1.248  0.143
H6 -2.579 0.183 1.075  0.135
H7 -2.204 1.031 -0.585  0.114


Computed, not measured: one molecule with the formula C3H7NO in a non-equilibrium geometry, with ωB97M-V/def2-TZVPD.

The orbital gap is 10.221 eV. The HOMO energy is -9.09 eV.

Last column: Löwdin charge in e.
Cartesian coordinates (Å):
N1 -1.950 0.657 -0.244  -0.052
C1 -0.997 -0.404 -0.057  -0.263
C2 0.358 0.173 0.411  -0.293
C3 1.611 -0.662 0.442  -0.104
O1 1.343 0.286 -0.590  -0.071
H1 -2.532 1.042 0.591  0.113
H2 -2.606 0.406 -1.044  0.089
H3 -0.814 -0.948 -0.990  0.124
H4 -1.328 -1.095 0.751  0.111
H5 0.339 1.060 1.056  0.138
H6 2.400 -0.319 1.145  0.114
H7 1.615 -1.675 0.136  0.093


Computed, not measured: one molecule with the formula C3H7NO in a non-equilibrium geometry, with ωB97M-V/def2-TZVPD.

The orbital gap is 10.162 eV. The HOMO energy is -9.25 eV.

Last column: Löwdin charge in e.
Cartesian coordinates (Å):
N1 -0.018 -1.786 1.125  -0.008
C1 0.736 -0.978 0.200  -0.278
C2 -0.112 -0.197 -0.828  -0.161
C3 -0.589 1.147 -0.340  -0.285
O1 0.101 2.129 -0.280  0.053
H1 -0.271 -1.333 1.987  0.065
H2 -0.768 -2.337 0.742  0.064
H3 1.259 -0.233 0.799  0.114
H4 1.470 -1.553 -0.351  0.101
H5 -0.991 -0.788 -1.104  0.104
H6 0.458 -0.028 -1.738  0.112
H7 -1.640 1.160 0.027  0.120


Computed, not measured: a 2-piece molecular cluster, C3H7NO overall in a non-equilibrium geometry, with ωB97M-V/def2-TZVPD.

The orbital gap is 9.728 eV. The HOMO energy is -9.06 eV.

Last column: Löwdin charge in e.
Cartesian coordinates (Å):
C1 -1.725 0.450 3.367  0.000
C2 -1.514 1.304 2.386  -0.271
O1 -2.207 1.141 1.208  -0.020
H1 -1.101 0.395 4.249  0.048
H2 -2.473 -0.333 3.367  0.060
H3 -0.832 2.121 2.381  0.098
H4 -1.917 1.745 0.527  0.085
C3 2.306 -1.076 -3.234  -0.151
N1 2.355 -2.303 -3.536  0.014
H5 1.905 -0.769 -2.289  0.045
H6 2.458 -0.272 -3.954  0.059
H7 2.745 -2.403 -4.473  0.034


Computed, not measured: C3H7NO as an isolated structure, with ωB97M-V/def2-TZVPD.

The orbital gap (spin up / spin down) is 7.825 / 7.827 eV. The HOMO energy (spin up / spin down) is -7.38 / -7.38 eV.

Last column: Löwdin charge in e.
Cartesian coordinates (Å):
C1 -1.493 -0.047 -0.437  -0.067
N1 -0.300 -0.257 0.389  -0.105
C2 0.770 -1.215 0.019  -0.368
O1 0.652 -1.718 -1.076  -0.048
C3 1.379 0.693 0.404  0.050
H1 -1.200 -0.288 -1.461  0.081
H2 -1.832 0.990 -0.357  0.081
H3 -2.306 -0.717 -0.139  0.089
H4 -0.446 -0.207 1.393  0.126
H5 0.853 1.650 0.335  0.053
H6 2.058 0.562 -0.433  0.058
H7 1.866 0.554 1.363  0.050


Computed, not measured: a 2-piece molecular cluster, C3H7NO overall in a non-equilibrium geometry, with ωB97M-V/def2-TZVPD.

The orbital gap is 10.309 eV. The HOMO energy is -9.54 eV.

Last column: Löwdin charge in e.
Cartesian coordinates (Å):
C1 -1.048 -0.384 1.858  -0.071
N1 -0.191 -0.601 0.942  -0.095
C2 -0.746 -1.204 -0.275  -0.154
H1 -0.942 0.518 2.451  0.068
H2 -1.858 -1.119 1.922  0.070
H3 -1.783 -1.529 -0.138  0.065
H4 -0.774 -0.419 -1.028  0.061
H5 -0.100 -2.014 -0.614  0.070
C3 1.863 1.691 -1.265  -0.161
O1 2.394 2.729 -1.011  0.002
H6 0.773 1.586 -1.423  0.067
H7 2.412 0.746 -1.420  0.079


Computed, not measured: one molecule with the formula C3H7NO in a non-equilibrium geometry, with ωB97M-V/def2-TZVPD.

The orbital gap is 10.795 eV. The HOMO energy is -9.69 eV.

Last column: Löwdin charge in e.
Cartesian coordinates (Å):
C1 1.044 0.061 1.156  -0.051
C2 1.083 0.062 -0.096  -0.223
C3 0.036 -0.582 -1.100  -0.156
O1 -1.021 -0.799 -0.033  -0.331
N1 -1.494 0.634 -0.037  -0.049
H1 1.893 0.419 1.629  0.040
H2 -0.092 0.052 1.632  0.127
H3 2.037 0.402 -0.708  0.131
H4 0.514 -1.589 -1.642  0.160
H5 -0.515 -0.020 -1.839  0.079
H6 -0.928 1.151 0.807  0.101
H7 -2.556 0.209 0.231  0.171


Computed, not measured: one molecule with the formula C3H7NO, with ωB97M-V/def2-TZVPD.

The orbital gap is 10.724 eV. The HOMO energy is -9.59 eV.

Last column: Löwdin charge in e.
Cartesian coordinates (Å):
C1 1.734 0.504 0.835  -0.145
N1 0.564 0.372 0.009  -0.007
C2 0.064 -0.788 0.019  -0.291
O1 -1.124 -1.070 -0.509  -0.094
C3 -1.817 0.045 -1.053  -0.088
H1 1.935 -0.486 1.276  0.067
H2 2.567 0.942 0.267  0.077
H3 1.508 1.186 1.662  0.075
H4 0.538 -1.709 0.391  0.142
H5 -1.960 0.831 -0.306  0.088
H6 -1.271 0.477 -1.895  0.089
H7 -2.776 -0.345 -1.383  0.086


Computed, not measured: a 2-piece molecular cluster, C3H7NO overall in a non-equilibrium geometry, with ωB97M-V/def2-TZVPD.

The orbital gap is 9.782 eV. The HOMO energy is -8.92 eV.

Last column: Löwdin charge in e.
Cartesian coordinates (Å):
C1 -1.362 1.104 -0.146  -0.002
C2 -0.239 0.408 -0.345  -0.277
N1 -0.217 -0.982 -0.482  -0.015
C3 0.059 -1.580 -1.551  -0.040
H1 -2.318 0.610 -0.276  0.051
H2 -1.365 2.151 0.110  0.046
H3 0.669 0.991 -0.214  0.101
H4 0.280 -2.644 -1.509  0.065
H5 0.081 -1.211 -2.588  0.083
O1 1.755 0.599 2.111  -0.088
H6 1.142 -0.115 1.831  0.028
H7 1.515 0.669 3.059  0.049


Computed, not measured: a 2-piece molecular cluster, C3H7NO overall in a non-equilibrium geometry, with ωB97M-V/def2-TZVPD.

The orbital gap is 10.916 eV. The HOMO energy is -9.88 eV.

Last column: Löwdin charge in e.
Cartesian coordinates (Å):
N1 -0.723 1.701 0.387  0.105
C1 -1.596 0.721 -0.048  -0.425
O1 -1.843 0.579 -1.222  0.003
H1 -0.320 2.150 -0.423  0.097
H2 -0.768 2.244 1.236  0.091
H3 -2.212 0.184 0.691  0.125
C2 1.133 -1.344 0.521  -0.100
C3 1.406 -1.257 -0.774  -0.075
H4 0.243 -1.778 0.957  0.042
H5 1.755 -0.883 1.287  0.045
H6 0.598 -1.474 -1.466  0.049
H7 2.326 -0.844 -1.148  0.043


Computed, not measured: an isolated ion of composition C3H7NO and charge +1 in a non-equilibrium geometry, with ωB97M-V/def2-TZVPD.

The orbital gap (spin up / spin down) is 7.197 / 6.949 eV. The HOMO energy (spin up / spin down) is -15.64 / -15.63 eV. The spin multiplicity is 2. As for the net charge: +1.

Last column: Löwdin charge in e.
Cartesian coordinates (Å):
C1 0.881 -0.817 1.075  0.157
C2 0.707 -0.544 -0.368  -0.047
C3 -0.699 0.596 -0.527  -0.313
N1 -0.665 1.680 -1.229  0.292
O1 -1.171 0.827 1.017  -0.022
H1 0.250 -1.777 1.549  0.190
H2 1.704 -0.409 1.723  0.139
H3 -0.574 0.024 1.113  -0.015
H4 1.480 0.318 -0.395  0.148
H5 0.713 -1.338 -1.173  0.163
H6 -1.153 1.640 -2.134  0.131
H7 -1.470 -0.200 -0.652  0.178


Computed, not measured: a 2-piece molecular cluster, C3H7NO overall in a non-equilibrium geometry, with ωB97M-V/def2-TZVPD.

The orbital gap (spin up / spin down) is 4.901 / 6.836 eV. The HOMO energy (spin up / spin down) is -14.46 / -15.38 eV. The spin multiplicity is 2. As for the net charge: +1.

Last column: Löwdin charge in e.
Cartesian coordinates (Å):
C1 2.170 -0.678 1.604  0.250
C2 0.923 -0.685 0.975  -0.131
N1 -0.703 1.544 -1.127  0.140
C3 -1.608 0.352 -1.292  -0.168
O1 0.120 -1.675 0.794  0.252
H1 2.684 -1.374 2.362  0.156
H2 0.611 0.112 0.324  0.112
H3 2.547 0.334 1.527  0.100
H4 -1.262 2.296 -1.096  -0.012
H5 -2.723 0.446 -1.634  0.116
H6 -1.670 -0.249 -0.374  0.051
H7 -1.088 -0.423 -2.062  0.134


Computed, not measured: one molecule with the formula C3H7NO2 in a non-equilibrium geometry, with ωB97M-V/def2-TZVPD.

The orbital gap is 9.490 eV. The HOMO energy is -8.74 eV.

Last column: Löwdin charge in e.
Cartesian coordinates (Å):
C1 0.180 1.129 -0.909  -0.175
N1 0.353 0.112 0.033  -0.144
C2 0.072 0.641 1.644  -0.134
O1 0.195 1.784 1.888  0.079
C3 -0.346 -1.051 -0.372  -0.352
O2 -0.241 -2.046 0.547  0.009
H1 -0.777 1.397 -1.230  0.058
H2 0.688 2.158 -0.652  0.122
H3 0.825 0.945 -1.804  0.095
H4 -0.163 -0.364 2.181  0.148
H5 0.064 -1.381 -1.273  0.112
H6 -1.314 -0.703 -0.599  0.116
H7 0.466 -2.624 0.546  0.066


Computed, not measured: one molecule with the formula C3H7NO2, with ωB97M-V/def2-TZVPD.

The orbital gap is 7.556 eV. The HOMO energy is -7.14 eV.

Last column: Löwdin charge in e.
Cartesian coordinates (Å):
C1 -2.600 -0.185 -0.332  -0.094
N1 -1.256 0.259 0.525  0.015
C2 0.062 -0.297 0.252  -0.532
O1 0.264 -1.473 0.227  0.153
O2 0.966 0.666 0.075  -0.013
C3 2.304 0.180 -0.161  -0.022
H1 -2.615 0.583 -1.121  -0.049
H2 -1.587 -0.121 1.403  0.130
H3 -2.218 -1.104 -0.809  -0.035
H4 -1.216 1.275 0.598  0.147
H5 2.642 -0.425 0.684  0.101
H6 2.929 1.067 -0.271  0.097
H7 2.326 -0.425 -1.069  0.102


Computed, not measured: a 2-piece molecular cluster, C3H7NO2 overall, with ωB97M-V/def2-TZVPD.

The orbital gap is 10.679 eV. The HOMO energy is -10.10 eV.

Last column: Löwdin charge in e.
Cartesian coordinates (Å):
O1 -2.587 -0.579 0.254  0.017
C1 -1.491 -0.725 -0.226  -0.316
C2 -0.214 -0.470 0.518  -0.181
N1 0.961 -0.237 -0.293  0.019
C3 2.133 0.223 0.242  -0.359
O2 2.275 0.580 1.392  0.025
H1 -1.351 -1.234 -1.202  0.129
H2 -0.219 -1.469 0.991  0.144
H3 -0.277 0.282 1.307  0.123
H4 0.959 -0.493 -1.268  0.129
H5 2.965 0.230 -0.491  0.132
H6 -2.023 1.499 0.062  0.061
H7 -1.397 1.871 -0.067  0.078


Computed, not measured: a 3-piece molecular cluster, C3H7NO2 overall in a non-equilibrium geometry, with ωB97M-V/def2-TZVPD.

The orbital gap is 3.462 eV. The HOMO energy is -7.70 eV.

Last column: Löwdin charge in e.
Cartesian coordinates (Å):
O1 1.516 -1.024 0.338  0.001
C1 0.567 -1.260 1.032  -0.166
C2 -0.608 0.720 -1.754  -0.298
N1 0.441 0.892 -2.548  0.154
C3 -0.737 1.535 -0.586  0.157
O2 -0.867 -0.671 2.812  -0.350
H1 -0.399 -0.786 0.792  0.056
H2 0.521 0.318 -3.375  0.055
H3 0.734 -1.907 1.971  0.123
H4 -1.574 0.128 -2.051  0.142
H5 0.013 2.314 -0.366  0.094
H6 -1.674 1.344 0.052  0.114
H7 -1.232 -0.063 3.460  -0.081


Computed, not measured: C3H7NO2 as an isolated structure, with ωB97M-V/def2-TZVPD.

The orbital gap is 9.698 eV. The HOMO energy is -9.13 eV.

Last column: Löwdin charge in e.
Cartesian coordinates (Å):
N1 -1.193 -1.273 -1.094  0.117
C1 -0.716 -0.101 -1.478  -0.555
O1 -0.685 0.602 -2.433  0.114
C2 -0.315 0.866 0.131  -0.096
C3 0.956 0.260 0.690  -0.284
O2 0.600 -1.004 1.241  -0.087
H1 -0.653 -1.639 -0.305  0.055
H2 -1.295 -0.148 -0.237  0.174
H3 -1.030 1.016 0.959  0.115
H4 -0.164 1.832 -0.348  0.106
H5 1.706 0.143 -0.107  0.125
H6 1.387 0.910 1.466  0.117
H7 1.402 -1.463 1.517  0.099


Computed, not measured: one molecule with the formula C3H7NO2, with ωB97M-V/def2-TZVPD.

The orbital gap is 10.758 eV. The HOMO energy is -10.03 eV.

Last column: Löwdin charge in e.
Cartesian coordinates (Å):
O1 0.120 -0.962 2.592  0.019
C1 -0.622 -1.325 1.704  -0.361
N1 -0.599 -0.850 0.426  0.016
C2 0.434 0.053 -0.032  -0.186
C3 -0.091 1.090 -1.015  -0.267
O2 0.987 1.774 -1.611  -0.063
H1 -1.401 -2.095 1.858  0.130
H2 -1.205 -1.287 -0.252  0.132
H3 0.850 0.528 0.858  0.127
H4 1.273 -0.481 -0.530  0.130
H5 -0.734 0.608 -1.773  0.116
H6 -0.705 1.825 -0.488  0.124
H7 1.693 1.121 -1.738  0.082


Computed, not measured: a 2-piece molecular cluster, C3H7NO2 overall, with ωB97M-V/def2-TZVPD.

The orbital gap is 11.256 eV. The HOMO energy is -10.65 eV.

Last column: Löwdin charge in e.
Cartesian coordinates (Å):
N1 -0.865 -1.548 -1.446  0.187
C1 -0.665 -0.797 -2.372  -0.412
O1 -0.544 -0.138 -3.338  0.127
H1 -0.496 -1.494 -0.493  0.042
C2 -0.434 1.166 0.835  -0.082
C3 0.808 0.302 0.788  -0.311
O2 0.411 -1.048 1.041  -0.109
H2 -1.167 0.828 0.095  0.067
H3 -0.898 1.115 1.824  0.081
H4 -0.182 2.208 0.617  0.082
H5 1.295 0.378 -0.196  0.112
H6 1.532 0.625 1.548  0.114
H7 1.204 -1.597 1.097  0.103


Taking the records one at a time from the top gives calculated total energy values of -248.4401; -248.4213; -248.4333; -248.4765; -248.4264; -248.3401; -248.4097; -248.2818; -248.4687; -248.4338; -248.4638; -247.9226; -247.9478; -323.6576; -323.6261; -323.6876; -323.4365; -323.5999; -323.7403; -323.7444 a.u..
Taking the records one at a time from the top gives energy above the lowest of the compared OMol25 structures with the same formula, charge and spin values of 54.2; 66.0; 58.5; 31.4; 62.8; 117.0; 73.3; 153.6; 36.2; 58.2; 39.4; 154.5; 138.8; 77.4; 97.2; 58.6; 216.1; 113.6; 25.5; 22.9 kcal/mol.